{
  "formula": "C51H92FN2O21P",
  "method": "ωB97M-V/def2-TZVPD",
  "spin_multiplicity": 1,
  "homo_energy_ev": -9.1,
  "max_force_ev_per_a": 1.3,
  "elements": ["C", "C", "C", "O", "O", "C", "C", "C", "C", "C", "C", "C", "C", "N", "P", "C", "O", "C", "C", "N", "C", "C", "O", "O", "C", "F", "C", "C", "H", "H", "H", "H", "H", "H", "H", "H", "H", "H", "H", "H", "H", "H", "H", "H", "H", "H", "H", "H", "H", "H", "H", "H", "H", "H", "H", "H", "C", "C", "O", "C", "C", "O", "H", "H", "H", "H", "H", "H", "H", "H", "C", "C", "O", "C", "C", "O", "H", "H", "H", "H", "H", "H", "H", "H", "C", "C", "O", "C", "C", "O", "H", "H", "H", "H", "H", "H", "H", "H", "C", "C", "O", "C", "C", "O", "H", "H", "H", "H", "H", "H", "H", "H", "C", "C", "O", "C", "C", "O", "H", "H", "H", "H", "H", "H", "H", "H", "C", "C", "O", "C", "C", "O", "H", "H", "H", "H", "H", "H", "H", "H", "C", "C", "O", "C", "C", "O", "H", "H", "H", "H", "H", "H", "H", "H", "C", "C", "O", "C", "C", "O", "H", "H", "H", "H", "H", "H", "H", "H"],
  "coordinates": [[2.465755, -1.475838, -1.728424], [2.878272, -0.440948, -2.476714], [3.784536, 0.594548, -1.943159], [4.056644, 0.700112, -0.771582], [4.223465, 1.432921, -2.899576], [4.619923, 2.749821, -2.478702], [3.440520, 3.680717, -2.270874], [2.673330, 3.481527, -0.955757], [1.448031, 2.553536, -1.081496], [0.112893, 3.223188, -0.743633], [-1.084202, 2.482666, -1.386375], [-2.253615, 2.056233, -0.458197], [-2.998363, 3.277938, -0.131161], [-3.571505, 4.250494, 0.076762], [-1.592974, 1.487565, 1.214612], [-0.374339, 0.159623, 0.845332], [-2.835721, 0.653839, 1.889351], [-3.218151, 1.083957, -1.251530], [-3.391697, 1.619566, -2.613965], [-3.454383, 2.050445, -3.676691], [-4.647433, 0.929630, -0.624487], [-5.707735, 1.703374, -1.385794], [-6.033204, 2.819727, -1.130369], [-6.303673, 0.986138, -2.404829], [-2.636071, -0.347450, -1.416924], [-2.972852, -1.100610, -0.296095], [-3.110958, -1.105138, -2.651005], [-2.150195, -1.017033, -3.853920], [1.446219, -1.845014, -1.787950], [3.123127, -2.014318, -1.054046], [2.551334, -0.372847, -3.509788], [5.211701, 3.142735, -3.306652], [5.279008, 2.722730, -1.610837], [3.865768, 4.688285, -2.256628], [2.777275, 3.628763, -3.136939], [3.344578, 3.126097, -0.174683], [2.325332, 4.465038, -0.629175], [1.613767, 1.654703, -0.488958], [1.376068, 2.245962, -2.130652], [0.160862, 4.220714, -1.184809], [-0.009662, 3.371809, 0.329529], [-1.495939, 3.127744, -2.160154], [-0.716492, 1.597959, -1.913459], [-0.846479, -0.822581, 0.874657], [0.348368, 0.202418, 1.659410], [0.133289, 0.302131, -0.105682], [-2.769536, 0.708051, 2.851096], [-4.692633, 1.273321, 0.404686], [-4.936430, -0.118845, -0.655846], [-6.007334, 1.362817, -3.244828], [-1.546113, -0.320634, -1.447840], [-3.139743, -2.150688, -2.336830], [-4.134800, -0.848854, -2.929661], [-2.605758, -0.487643, -4.688143], [-1.250565, -0.460209, -3.583555], [-1.857491, -2.008995, -4.189146], [-4.876980, -3.579344, 4.091032], [-5.174027, -2.868838, 5.393820], [-4.305747, -1.751512, 5.587031], [-4.563737, -0.512690, 5.132668], [-5.677611, -0.274273, 4.145438], [-3.825683, 0.376180, 5.468263], [-5.077025, -2.944815, 3.227022], [-5.489572, -4.475351, 3.995291], [-3.824669, -3.865182, 4.055625], [-6.222334, -2.578680, 5.477524], [-4.960789, -3.526221, 6.236222], [-5.274173, -0.423565, 3.142411], [-5.980772, 0.764352, 4.248452], [-6.568761, -0.886518, 4.263360], [-8.100533, -2.594939, -2.835489], [-6.848749, -2.275739, -2.043596], [-6.995557, -2.659124, -0.666132], [-6.723438, -3.903095, -0.238933], [-6.482199, -4.991731, -1.254711], [-6.760985, -4.125644, 0.947181], [-8.306612, -3.664817, -2.860590], [-7.996448, -2.239100, -3.861371], [-8.962437, -2.107765, -2.380656], [-5.958227, -2.730767, -2.479736], [-6.694175, -1.199959, -2.037173], [-7.447401, -5.402757, -1.553494], [-5.891501, -5.770653, -0.778542], [-5.944260, -4.662953, -2.139608], [-2.647427, -6.401174, 2.903175], [-1.401504, -6.378487, 2.042451], [-1.712723, -6.176413, 0.661769], [-1.839105, -4.949481, 0.116091], [-1.946795, -3.738586, 1.011205], [-1.932204, -4.861412, -1.078412], [-3.167594, -5.443466, 2.878650], [-2.387907, -6.626586, 3.938558], [-3.337967, -7.162692, 2.538973], [-0.677523, -5.640219, 2.389334], [-0.905181, -7.347022, 2.076236], [-2.994253, -3.581544, 1.270650], [-1.604625, -2.883602, 0.439096], [-1.354081, -3.794978, 1.922003], [-10.649319, -9.284386, 0.951508], [-9.377914, -8.686838, 0.392748], [-9.635863, -7.742385, -0.659985], [-9.873454, -6.448581, -0.383139], [-10.220668, -6.039562, 1.029267], [-9.865887, -5.654326, -1.287441], [-11.280047, -8.525740, 1.413674], [-10.408548, -10.032197, 1.705174], [-11.224561, -9.753556, 0.152256], [-8.770021, -8.228365, 1.164192], [-8.773479, -9.467541, -0.067812], [-11.298745, -6.130339, 1.160327], [-9.937892, -4.996787, 1.152047], [-9.721069, -6.624434, 1.797633], [-5.598714, -8.459617, 6.332248], [-5.637786, -8.973026, 4.908758], [-6.976849, -9.204075, 4.454242], [-7.729383, -8.242350, 3.891691], [-7.299897, -6.798789, 3.998040], [-8.764680, -8.555699, 3.366183], [-6.081267, -7.486106, 6.421897], [-4.566515, -8.363382, 6.670045], [-6.120493, -9.149810, 6.994596], [-5.106146, -8.314323, 4.220540], [-5.155928, -9.947293, 4.848090], [-7.692742, -6.378556, 4.923738], [-7.723143, -6.253148, 3.157417], [-6.222281, -6.660336, 3.961954], [10.035809, 2.074432, -3.075682], [8.808200, 2.959897, -3.057366], [8.975905, 4.133415, -3.860656], [8.691811, 4.167792, -5.179240], [8.475701, 2.870194, -5.922126], [8.685897, 5.230565, -5.737895], [10.238082, 1.688104, -4.074856], [9.900400, 1.228807, -2.401317], [10.910553, 2.640855, -2.756909], [7.906548, 2.419747, -3.349423], [8.638862, 3.331043, -2.047598], [9.441351, 2.501843, -6.267537], [7.853425, 3.081249, -6.787343], [7.988111, 2.096010, -5.335054], [9.924270, 7.434965, -4.101196], [9.736975, 8.608077, -3.164634], [10.741621, 8.657121, -2.138503], [11.924505, 9.275308, -2.304025], [12.361355, 9.681539, -3.691865], [12.634246, 9.423572, -1.345192], [10.863374, 7.515059, -4.651282], [9.111532, 7.385177, -4.819164], [9.946495, 6.503906, -3.539594], [9.688912, 9.559143, -3.696965], [8.798723, 8.506379, -2.621054], [12.876100, 8.840034, -4.154375], [13.060109, 10.507836, -3.593767], [11.547670, 9.999378, -4.338249], [12.158311, 9.296970, 1.950435], [11.753173, 9.967085, 3.244435], [12.383565, 9.375883, 4.388769], [13.597217, 9.759481, 4.832390], [14.471617, 10.614676, 3.944149], [13.977050, 9.352833, 5.895811], [13.223160, 9.412817, 1.751283], [11.614135, 9.719434, 1.107402], [11.947489, 8.228530, 1.998060], [11.933160, 11.042893, 3.220895], [10.686842, 9.832159, 3.420335], [15.052617, 9.961028, 3.294383], [15.153602, 11.169256, 4.582899], [13.924059, 11.326996, 3.332755]],
  "forces_ev_per_angstrom": [[0.037, -0.025, -0.052], [-0.065, -0.576, -0.123], [1.035, -0.695, -0.002], [-0.034, 0.138, -0.108], [-0.371, 0.125, 0.040], [0.317, 0.403, -0.431], [0.321, 0.088, 0.537], [-0.452, 0.205, -0.011], [0.190, 0.081, -0.124], [0.131, 0.087, -0.314], [0.337, -0.037, 0.233], [-0.494, -0.381, -0.321], [-0.126, 0.040, -0.065], [0.087, 0.032, 0.111], [0.788, 0.560, 0.638], [-0.373, -0.199, -0.026], [-0.226, -0.319, -0.180], [-0.430, -0.315, 0.144], [0.514, 0.206, -0.068], [-0.232, -0.049, -0.005], [-0.564, 0.051, -0.099], [-0.114, 0.402, 0.189], [-0.017, -0.061, -0.076], [0.549, -0.252, -0.095], [0.169, -0.176, -0.393], [0.010, 0.205, 0.141], [0.141, -0.600, -0.091], [-0.254, 0.354, 0.099], [0.332, -0.733, -0.950], [-0.253, 0.890, 0.947], [-0.816, 0.834, 0.328], [0.004, -0.205, -0.100], [-0.183, -0.244, 0.148], [0.034, -0.006, -0.110], [-0.037, 0.001, 0.005], [0.067, -0.021, -0.056], [-0.033, -0.012, 0.029], [-0.091, -0.038, -0.034], [0.032, -0.183, 0.033], [-0.155, 0.073, 0.122], [0.029, -0.040, 0.029], [-0.137, -0.062, -0.007], [-0.002, -0.080, 0.108], [-0.065, 0.036, -0.119], [0.155, 0.024, -0.114], [0.123, -0.020, 0.051], [-0.154, 0.233, 0.067], [0.330, -0.028, 0.029], [0.077, -0.016, 0.111], [-0.317, 0.215, -0.088], [0.006, 0.127, 0.111], [-0.048, 0.021, 0.110], [0.007, 0.152, 0.070], [0.036, 0.009, -0.030], [0.088, -0.063, -0.089], [0.043, -0.004, -0.005], [0.056, 0.144, -0.106], [-0.068, -0.181, -0.113], [0.027, 0.012, 0.268], [0.090, 0.061, -0.174], [-0.278, 0.096, 0.124], [0.088, 0.002, -0.098], [-0.108, -0.027, -0.003], [-0.018, 0.011, -0.025], [-0.040, 0.023, 0.110], [0.025, 0.095, -0.074], [0.021, 0.037, 0.024], [-0.052, -0.030, -0.031], [0.112, 0.043, -0.088], [0.143, -0.195, 0.005], [-0.006, -0.145, 0.035], [-0.297, 0.001, -0.278], [0.343, 0.109, 0.158], [-0.334, -0.133, -0.151], [0.344, -0.039, 0.094], [0.101, 0.018, 0.061], [0.009, 0.000, -0.026], [0.005, 0.029, 0.008], [0.013, 0.047, -0.021], [-0.009, -0.031, 0.060], [0.027, -0.052, 0.171], [-0.008, 0.025, -0.020], [-0.101, -0.038, 0.059], [-0.087, 0.016, -0.032], [-0.083, 0.073, -0.074], [-0.038, -0.058, 0.159], [0.156, -0.052, -0.089], [-0.230, 0.080, 0.013], [0.360, -0.014, 0.046], [0.009, -0.001, -0.025], [0.060, -0.064, -0.010], [0.013, -0.002, 0.010], [0.024, -0.038, -0.003], [-0.035, 0.028, -0.016], [-0.006, -0.007, -0.067], [-0.012, -0.002, 0.010], [-0.131, 0.014, -0.051], [-0.113, -0.077, 0.052], [-0.110, 0.059, -0.100], [-0.028, -0.224, 0.002], [0.161, 0.082, -0.036], [-0.217, -0.028, 0.079], [0.318, 0.113, 0.074], [0.094, 0.080, -0.123], [0.042, -0.013, 0.074], [0.023, 0.015, 0.015], [0.029, -0.031, -0.001], [-0.028, 0.010, 0.028], [-0.024, 0.059, -0.125], [-0.007, -0.023, 0.003], [-0.081, 0.029, -0.079], [-0.132, -0.096, 0.009], [-0.126, 0.047, 0.006], [0.119, 0.026, 0.117], [0.042, -0.101, -0.150], [-0.079, 0.168, 0.186], [0.173, -0.001, -0.350], [0.006, -0.045, 0.125], [0.048, 0.024, -0.019], [0.007, -0.014, -0.003], [0.037, -0.027, 0.001], [-0.043, 0.024, -0.004], [-0.059, -0.029, -0.015], [0.030, -0.020, 0.029], [-0.089, 0.015, 0.054], [0.006, -0.008, 0.153], [0.060, 0.049, -0.145], [0.052, -0.194, 0.119], [-0.153, 0.130, 0.088], [0.140, -0.117, -0.150], [-0.304, 0.016, 0.035], [-0.081, -0.160, -0.040], [-0.041, -0.046, 0.011], [-0.006, 0.008, 0.013], [-0.015, -0.006, 0.050], [0.018, -0.002, -0.042], [-0.003, 0.104, -0.038], [0.011, -0.017, 0.025], [0.095, 0.057, -0.054], [0.111, -0.037, 0.029], [0.270, 0.254, 0.173], [-0.074, -0.093, -0.138], [-0.102, 0.140, 0.121], [0.106, -0.177, -0.087], [-0.098, 0.299, 0.033], [-0.001, 0.037, 0.008], [-0.037, 0.018, -0.052], [-0.031, -0.032, 0.006], [-0.084, -0.024, -0.018], [0.052, 0.006, 0.012], [0.038, -0.005, 0.065], [-0.027, -0.019, -0.014], [0.083, -0.078, 0.044], [-0.007, -0.119, -0.040], [0.097, -0.063, 0.097], [-0.049, -0.005, -0.179], [-0.102, 0.080, 0.134], [0.106, -0.108, -0.118], [-0.082, 0.265, 0.138], [-0.010, 0.002, 0.017], [-0.016, 0.057, -0.050], [0.012, -0.009, -0.017], [-0.048, 0.009, -0.009], [0.040, -0.007, 0.023], [0.014, -0.038, 0.059], [-0.023, -0.004, -0.029], [0.060, -0.104, 0.024], [-0.001, -0.087, -0.091]],
  "mulliken_charge": [-0.631, -0.288, 0.800, -0.590, -0.424, -0.229, -0.991, -1.218, 0.068, -1.119, -1.194, 1.189, -0.379, -0.642, -0.303, 0.524, -0.046, 2.887, -1.182, -0.730, 0.343, -0.136, -0.488, -0.517, -0.157, -0.306, -0.364, -1.430, 0.219, 0.281, 0.401, 0.277, 0.346, 0.386, 0.398, 0.447, 0.647, 0.057, 0.409, 0.433, 0.568, 0.707, 0.108, -0.494, 0.585, -0.514, 0.291, 0.347, -0.075, 0.352, -0.117, 0.473, -0.003, 0.418, 0.209, 0.398, 0.328, -0.768, -0.376, 0.698, -0.682, -0.592, 0.097, -0.321, 0.321, 0.422, 0.305, 0.014, 0.347, 0.342, -1.351, 0.542, -0.415, 0.982, -0.943, -0.587, 0.327, 0.399, 0.320, 0.042, -0.081, 0.120, 0.330, 0.341, -0.126, -0.689, -0.389, 0.518, 0.135, -0.568, -0.396, 0.438, 0.238, 0.395, 0.363, -0.033, -0.404, 0.347, -1.053, -0.073, -0.386, 0.879, -0.861, -0.612, 0.242, 0.347, 0.369, 0.076, 0.353, 0.287, 0.271, 0.197, -1.031, -0.082, -0.388, 0.587, -0.246, -0.592, 0.248, 0.385, 0.309, 0.080, 0.361, 0.338, 0.153, -0.158, -1.126, -0.182, -0.309, 0.877, -1.151, -0.526, 0.278, 0.392, 0.298, 0.141, 0.372, 0.299, 0.333, 0.319, -0.688, -0.591, -0.394, 0.838, -1.086, -0.543, 0.194, 0.372, 0.220, 0.388, 0.344, 0.275, 0.325, 0.341, -0.654, -0.583, -0.360, 0.723, -0.898, -0.560, 0.222, 0.242, 0.295, 0.384, 0.331, 0.246, 0.302, 0.312]
}